[1]
{"formula": "C37H42N6OP2PtS", "method": "ωB97M-V/def2-TZVPD", "total_energy_ha": -3038.7030, "e_lumo_ev": -6.5897, "charge": 2, "symbols": ["Pt", "C", "C", "C", "C", "C", "O", "C", "N", "C", "C", "C", "C", "C", "C", "P", "C", "C", "C", "C", "C", "C", "C", "C", "C", "C", "C", "C", "H", "H", "H", "H", "H", "H", "H", "H", "H", "H", "H", "H", "H", "H", "H", "H", "H", "H", "H", "H", "H", "H", "H", "H", "N", "C", "N", "C", "C", "C", "C", "C", "C", "S", "H", "H", "H", "H", "H", "H", "C", "N", "C", "N", "C", "N", "C", "P", "C", "C", "H", "H", "H", "H", "H", "H", "H", "H", "H", "H", "H", "H"], "coordinates": [[-0.276601, 0.270269, 0.294365], [-3.758688, 2.520203, 3.027191], [-2.866816, 1.780182, 2.026711], [-1.513699, 2.479332, 2.012175], [-2.736397, 0.309811, 2.409162], [-4.066594, -0.430213, 2.632112], [-3.938262, -1.648741, 1.851106], [-2.823989, -1.524327, 1.132058], [-2.114733, -0.489187, 1.335258], [-2.537512, -2.622897, 0.180106], [-3.479042, -3.650125, 0.139106], [-3.293831, -4.767560, -0.658440], [-2.145938, -4.882937, -1.419703], [-1.199863, -3.868764, -1.394171], [-1.374511, -2.718050, -0.618051], [-0.022399, -1.516045, -0.902817], [1.455402, -2.514070, -0.739397], [1.528649, -3.434235, 0.310911], [2.646181, -4.236339, 0.449480], [3.693174, -4.126652, -0.459895], [3.619773, -3.222876, -1.509515], [2.498139, -2.418330, -1.659354], [-0.142139, -0.936577, -2.608903], [0.699004, 0.112112, -3.000850], [0.675592, 0.572543, -4.304486], [-0.189058, -0.002951, -5.228357], [-1.028269, -1.036423, -4.846450], [-1.004919, -1.509290, -3.540960], [-3.786137, 3.585623, 2.804099], [-3.377496, 2.406471, 4.044012], [-4.787008, 2.162771, 3.008810], [-3.320024, 1.830097, 1.031267], [-1.111265, 2.560139, 3.022571], [-1.573570, 3.474806, 1.574424], [-0.707931, 1.986497, 1.412382], [-2.099426, 0.244365, 3.299141], [-4.930575, 0.111808, 2.249082], [-4.242435, -0.721862, 3.664092], [-4.361208, -3.575473, 0.757574], [-4.040059, -5.549636, -0.668760], [-1.975316, -5.757765, -2.031859], [-0.304944, -3.980061, -1.992007], [0.710950, -3.527592, 1.016304], [2.705201, -4.946512, 1.262420], [4.564426, -4.758215, -0.354668], [4.429407, -3.151223, -2.222365], [2.442764, -1.725303, -2.487967], [1.356013, 0.577956, -2.278176], [1.323350, 1.386885, -4.598088], [-0.206543, 0.356820, -6.248113], [-1.703546, -1.481962, -5.564181], [-1.674407, -2.310378, -3.260132], [-3.527538, 0.163236, -1.500294], [-2.793026, 1.288304, -1.632321], [-1.563469, 1.438215, -1.208815], [-1.096088, 2.726698, -1.536897], [0.188455, 3.210917, -1.314895], [0.490395, 4.507106, -1.691716], [-0.469149, 5.324434, -2.291719], [-1.743078, 4.847390, -2.538809], [-2.036097, 3.543906, -2.159381], [-3.525981, 2.673982, -2.377326], [-3.051906, -0.697411, -1.287157], [-4.365723, 0.070462, -2.050609], [0.939646, 2.568901, -0.871834], [1.487732, 4.890995, -1.527129], [-0.212344, 6.334240, -2.576827], [-2.484611, 5.469513, -3.019824], [3.786749, -0.049467, 3.568098], [3.060221, 1.219620, 3.516890], [3.852861, 2.184323, 2.753111], [4.185552, 1.724275, 1.408858], [4.886457, 0.443800, 1.508045], [4.134494, -0.572977, 2.247258], [2.946256, -0.986616, 1.513238], [1.802786, 0.431236, 1.236749], [1.721908, 1.081849, 2.971214], [3.009498, 1.655473, 0.556229], [3.185704, -0.789342, 4.100130], [4.708172, 0.113822, 4.127236], [4.785777, 2.351002, 3.292233], [3.312215, 3.130499, 2.692592], [5.829319, 0.617007, 2.027325], [5.105593, 0.069414, 0.506390], [2.412028, -1.759467, 2.072956], [3.233406, -1.406953, 0.548011], [1.107878, 0.418867, 3.585046], [1.245864, 2.064937, 2.954004], [2.534646, 2.640141, 0.515504], [3.282527, 1.371554, -0.463816]], "atomic_forces_ev_per_a": [[-0.0360, 0.4212, 1.0586], [-0.0252, -0.0037, -0.0145], [-0.0622, 0.1061, 0.0394], [0.1128, -0.0611, -0.1030], [-0.0803, -0.0240, 0.0193], [-0.0665, -0.0330, 0.0445], [0.1121, 0.1016, 0.0526], [0.0687, -0.2193, -0.1679], [-0.0058, 0.1470, -0.0543], [0.1122, 0.1089, 0.0411], [-0.0032, -0.0730, -0.0198], [-0.0273, 0.0072, 0.0169], [0.0615, 0.0176, -0.0099], [-0.0951, 0.0060, 0.0925], [-0.0311, -0.0187, -0.1046], [0.0747, -0.1619, -0.1847], [-0.0745, -0.2344, -0.0858], [-0.0276, -0.0087, -0.0700], [0.0293, 0.0134, -0.0509], [-0.0070, -0.0294, 0.0416], [-0.0220, 0.0386, -0.0165], [0.0440, 0.0279, 0.0438], [0.1244, -0.1541, -0.1303], [-0.0659, -0.0707, -0.0430], [-0.0164, -0.0036, 0.0574], [0.0112, 0.0151, -0.0348], [-0.0140, -0.0085, 0.0221], [-0.0768, 0.0788, 0.0432], [0.0090, 0.0201, -0.0231], [0.0152, -0.0069, 0.0227], [-0.0084, -0.0144, 0.0000], [-0.0045, 0.0036, 0.0078], [0.0305, -0.0028, 0.0167], [-0.0482, 0.0323, 0.0166], [0.0008, -0.0915, -0.0583], [-0.0007, -0.0580, -0.0178], [0.0242, -0.0133, -0.0295], [-0.0185, 0.0458, -0.0251], [0.0116, 0.0071, 0.0005], [-0.0077, -0.0083, 0.0037], [-0.0033, -0.0079, -0.0105], [0.0228, -0.0021, -0.0226], [-0.0196, 0.0041, 0.0011], [-0.0039, -0.0236, 0.0074], [0.0197, -0.0077, 0.0098], [0.0135, -0.0039, -0.0134], [-0.0179, -0.0249, -0.0296], [0.0216, 0.0153, 0.0192], [0.0221, 0.0095, -0.0132], [-0.0048, 0.0135, -0.0062], [-0.0013, -0.0041, -0.0043], [0.0118, -0.0167, -0.0166], [-0.0605, -0.1322, 0.0901], [0.0628, 0.0470, -0.0201], [-0.1694, 0.2625, -0.1257], [0.0315, -0.1733, 0.0373], [0.0079, 0.0172, 0.0305], [-0.0288, 0.0146, -0.0216], [0.0337, -0.0291, 0.0147], [0.0162, -0.0347, 0.0123], [0.0183, 0.1252, -0.0299], [-0.0253, 0.0065, -0.0521], [0.0559, -0.0166, -0.0557], [-0.0008, 0.0172, 0.0175], [-0.0846, 0.0206, -0.0300], [0.0248, 0.0197, 0.0020], [0.0051, 0.0249, -0.0079], [-0.0210, 0.0115, -0.0057], [-0.0267, -0.0278, 0.0651], [0.0438, -0.0233, -0.0286], [0.0495, 0.0703, 0.0921], [0.1192, -0.0098, -0.0525], [0.0071, -0.0136, -0.0109], [-0.1248, 0.1422, -0.0459], [0.0517, -0.0722, 0.0780], [-0.1671, -0.1811, -0.3910], [-0.0732, 0.0720, -0.0866], [-0.0799, -0.0588, 0.0564], [0.0191, 0.0132, 0.0074], [-0.0007, -0.0069, -0.0102], [-0.0110, 0.0295, 0.0008], [0.0123, -0.0005, 0.0032], [-0.0057, -0.0167, -0.0042], [0.0074, 0.0132, 0.0053], [0.0755, 0.0717, -0.0264], [0.0730, 0.0429, 0.1299], [0.0472, -0.0326, 0.0283], [-0.0523, -0.0188, 0.0233], [0.0330, -0.0286, -0.0119], [0.0589, 0.0045, 0.0043]], "lowdin_charge": [0.776, -0.039, -0.377, -0.055, -0.257, -0.032, 0.034, -0.347, 0.024, -0.126, 0.017, -0.016, -0.021, -0.091, -0.264, 0.905, -0.393, -0.113, -0.046, -0.034, -0.046, -0.070, -0.357, -0.127, -0.043, -0.040, -0.046, -0.071, 0.095, 0.100, 0.083, 0.132, 0.096, 0.105, -0.004, 0.160, 0.134, 0.145, 0.131, 0.126, 0.126, 0.122, 0.122, 0.122, 0.122, 0.120, 0.105, 0.082, 0.120, 0.120, 0.118, 0.099, 0.141, -0.690, -0.026, -0.323, -0.054, -0.057, -0.059, -0.062, -0.457, 1.151, 0.066, 0.114, 0.047, 0.113, 0.117, 0.121, -0.165, -0.136, -0.166, -0.139, -0.162, -0.128, -0.297, 0.861, -0.295, -0.298, 0.135, 0.139, 0.139, 0.135, 0.138, 0.135, 0.098, 0.072, 0.101, 0.084, 0.086, 0.099]}

[2]
{"formula": "C37H43AsF5O5PV", "method": "ωB97M-V/def2-TZVPD", "multiplicity": 2, "total_energy_ha": -5831.9206, "e_lumo_ev": [-6.9872, -6.3300], "charge": 2, "symbols": ["V", "C", "C", "C", "O", "C", "O", "O", "H", "H", "H", "H", "H", "H", "H", "F", "C", "C", "F", "C", "F", "C", "O", "C", "F", "C", "F", "O", "As", "C", "C", "C", "C", "C", "C", "C", "C", "C", "C", "C", "C", "C", "C", "C", "C", "C", "C", "H", "H", "H", "H", "H", "H", "H", "H", "H", "H", "H", "H", "H", "H", "H", "C", "C", "C", "P", "C", "C", "C", "C", "C", "C", "H", "H", "H", "H", "H", "H", "H", "H", "H", "H", "H", "H", "H", "H", "H", "H", "H", "H", "H", "H", "H"], "coordinates": [[-0.003235, 0.204252, 0.643293], [-2.700475, -0.328492, 3.860399], [-1.221725, -0.592261, 3.605928], [-0.470211, -0.943453, 4.882676], [-0.603388, 0.536552, 2.945289], [-1.087292, -1.727765, 2.602555], [-1.419252, -2.855523, 2.720993], [-0.477073, -1.304625, 1.429745], [-2.808807, 0.486039, 4.578619], [-3.167637, -1.217141, 4.282306], [-3.213641, -0.060786, 2.939349], [-0.638191, -0.173714, 5.637242], [0.600160, -1.030888, 4.697924], [-0.833715, -1.890799, 5.278089], [-0.636096, 1.305058, 3.528979], [-3.564462, 6.270748, 0.984122], [-2.769137, 5.225117, 0.866833], [-3.249167, 3.954353, 1.152327], [-4.505358, 3.782274, 1.537068], [-2.407836, 2.863343, 1.025845], [-2.869279, 1.626733, 1.264159], [-1.090473, 3.015975, 0.613699], [-0.293273, 1.938423, 0.456822], [-0.619929, 4.291651, 0.318207], [0.630444, 4.460589, -0.096367], [-1.455131, 5.391865, 0.448452], [-0.999521, 6.600128, 0.166818], [0.096138, -0.356322, -1.122340], [-1.198760, -0.781242, -2.216702], [-0.406133, -2.022014, -3.403676], [0.403227, -3.042240, -2.906578], [0.941492, -3.964169, -3.787236], [0.672281, -3.865148, -5.147994], [-0.132717, -2.847242, -5.636262], [-0.678509, -1.915888, -4.763867], [-1.708502, 0.844356, -3.048581], [-3.026890, 1.088845, -3.423363], [-3.344654, 2.291196, -4.038549], [-2.354041, 3.234136, -4.274870], [-1.036637, 2.979377, -3.912275], [-0.706869, 1.780961, -3.301682], [-2.597986, -1.524313, -1.175014], [-3.498828, -0.676848, -0.533643], [-4.458589, -1.214215, 0.310444], [-4.513743, -2.587862, 0.508518], [-3.616246, -3.429834, -0.134641], [-2.653891, -2.902479, -0.980053], [0.607232, -3.120609, -1.844447], [1.567242, -4.764590, -3.416181], [1.095506, -4.588973, -5.831327], [-0.335765, -2.774391, -6.695685], [-1.300020, -1.116652, -5.150086], [-3.803670, 0.352745, -3.252344], [-4.365527, 2.487062, -4.336602], [-2.607746, 4.171013, -4.752672], [-0.266621, 3.712077, -4.112566], [0.320603, 1.584395, -3.019312], [-3.460868, 0.394272, -0.688618], [-5.169604, -0.562600, 0.801195], [-5.266179, -3.007572, 1.162935], [-3.668583, -4.498218, 0.021799], [-1.962588, -3.564946, -1.486284], [4.842136, 1.198193, 0.242173], [3.400455, 0.981125, -0.230295], [2.710771, 2.320906, -0.468090], [2.432686, -0.177989, 0.826388], [2.767754, -1.865493, 0.166613], [4.241706, -2.121762, -0.171499], [2.218936, -2.987352, 1.050443], [2.801688, -0.045821, 2.618411], [4.135094, -0.616069, 3.108147], [2.607500, 1.398862, 3.091960], [5.379702, 1.730287, -0.543324], [5.381327, 0.277334, 0.445583], [4.874327, 1.822687, 1.134210], [3.423953, 0.438794, -1.182717], [2.538891, 2.859335, 0.463961], [1.754130, 2.210944, -0.976068], [3.355776, 2.941564, -1.090846], [2.208085, -1.847877, -0.775488], [4.877379, -2.102594, 0.711993], [4.640916, -1.421340, -0.902062], [4.320074, -3.119093, -0.605483], [2.739958, -3.033459, 2.007878], [2.397532, -3.939934, 0.550250], [1.151783, -2.902733, 1.238880], [2.002597, -0.657224, 3.053795], [4.986667, -0.067590, 2.714015], [4.254714, -1.669003, 2.863017], [4.165136, -0.528159, 4.195192], [3.457840, 2.021045, 2.815261], [2.532413, 1.416042, 4.179896], [1.708198, 1.866668, 2.685025]], "atomic_forces_ev_per_a": [[0.0443, 0.0277, 0.3624], [0.0420, 0.0421, 0.0356], [-0.0760, -0.1714, 0.0791], [-0.0271, 0.0145, -0.0080], [0.1259, 0.1492, -0.1827], [0.4076, 0.3183, -0.6459], [-0.1382, -0.0221, 0.3097], [-0.2249, -0.0888, -0.3554], [-0.0124, 0.0048, -0.0089], [0.0319, -0.0184, -0.0007], [-0.0233, -0.0168, -0.0106], [0.0162, 0.0136, -0.0072], [0.0064, -0.0253, 0.0096], [-0.0150, 0.0050, -0.0128], [-0.0036, 0.0255, -0.0803], [0.0038, 0.0086, 0.0051], [0.0409, -0.0462, -0.0202], [0.0307, -0.0490, 0.0027], [0.0074, -0.0058, -0.0041], [0.0034, 0.2668, -0.0494], [0.0055, 0.0119, 0.0413], [0.1029, -0.0500, 0.0173], [0.0035, -0.5350, -0.0336], [-0.2761, 0.0683, 0.0835], [0.0264, -0.0058, -0.0060], [0.0293, -0.0757, -0.0031], [-0.0065, -0.0117, 0.0051], [-0.1760, 0.1179, 0.3839], [0.1822, 0.0737, 0.1638], [-0.0410, 0.0124, -0.0833], [-0.0345, -0.0068, 0.0814], [0.0130, -0.0010, -0.0217], [0.0100, -0.0167, 0.0087], [0.0007, 0.0196, 0.0149], [0.0072, 0.0040, -0.0281], [0.0295, 0.0420, -0.0571], [-0.0508, -0.0875, -0.0271], [0.0028, -0.0089, 0.0068], [0.0028, 0.0011, -0.0064], [-0.0193, 0.0015, 0.0016], [0.0403, 0.0421, 0.0771], [-0.0440, -0.0693, 0.0113], [0.0306, 0.0910, 0.0087], [0.0238, -0.0066, -0.0056], [-0.0095, -0.0057, 0.0113], [-0.0029, 0.0041, 0.0121], [0.0323, -0.0346, -0.0594], [-0.0153, 0.0035, -0.0050], [0.0023, 0.0031, 0.0011], [-0.0023, -0.0018, 0.0001], [0.0009, 0.0016, -0.0015], [-0.0048, 0.0056, 0.0288], [0.0208, 0.0017, 0.0289], [-0.0012, 0.0033, 0.0041], [-0.0003, -0.0037, -0.0071], [0.0020, 0.0012, 0.0022], [-0.0111, -0.0346, 0.0055], [-0.0157, -0.0332, -0.0494], [-0.0005, 0.0049, -0.0034], [-0.0043, 0.0039, -0.0028], [0.0087, -0.0060, -0.0043], [0.0002, 0.0143, -0.0116], [-0.0093, 0.0065, 0.0390], [0.0087, -0.0573, -0.1075], [-0.0275, 0.0244, 0.0217], [-0.0905, 0.0485, 0.0290], [-0.0092, -0.0524, -0.0137], [0.0057, 0.0341, -0.0102], [0.0131, 0.0168, 0.0419], [-0.0294, -0.0031, 0.0708], [-0.0136, -0.0072, -0.0393], [-0.0016, 0.0378, -0.0013], [0.0059, -0.0011, 0.0038], [0.0006, -0.0463, 0.0031], [-0.0022, 0.0036, 0.0094], [-0.0054, 0.0091, 0.0021], [0.0148, 0.0031, -0.0071], [0.0216, -0.0122, 0.0079], [-0.0061, 0.0055, -0.0068], [-0.0058, 0.0085, 0.0212], [0.0097, -0.0004, 0.0332], [-0.0056, 0.0223, -0.0030], [-0.0058, -0.0058, 0.0029], [-0.0088, 0.0044, -0.0028], [-0.0112, -0.0066, 0.0036], [0.0043, -0.0070, -0.0155], [-0.0047, 0.0028, -0.0339], [0.0268, 0.0325, -0.0281], [0.0080, -0.0093, -0.0138], [0.0050, -0.0029, 0.0026], [0.0038, -0.0005, -0.0042], [0.0138, 0.0001, 0.0023], [-0.0067, -0.0182, -0.0087]], "lowdin_charge": [0.981, 0.026, -0.486, 0.028, -0.064, -0.440, 0.206, -0.190, 0.107, 0.113, 0.075, 0.106, 0.086, 0.113, 0.138, 0.171, -0.124, -0.129, 0.154, -0.129, 0.094, -0.184, -0.182, -0.127, 0.138, -0.124, 0.164, -0.521, 1.347, -0.309, -0.101, -0.050, -0.039, -0.045, -0.072, -0.321, -0.086, -0.047, -0.040, -0.050, -0.085, -0.310, -0.109, -0.054, -0.036, -0.041, -0.067, 0.098, 0.117, 0.121, 0.121, 0.111, 0.114, 0.120, 0.121, 0.119, 0.104, 0.096, 0.121, 0.122, 0.123, 0.108, -0.082, -0.492, -0.107, 1.120, -0.504, -0.081, -0.079, -0.508, -0.070, -0.090, 0.099, 0.064, 0.078, 0.115, 0.074, 0.048, 0.100, 0.082, 0.078, 0.074, 0.094, 0.081, 0.095, 0.056, 0.082, 0.076, 0.066, 0.097, 0.081, 0.097, 0.056]}